Record 1
Computed, not measured: a cluster of 8 separate species, C25H64O22S7 in total in a non-equilibrium geometry, with ωB97M-V with the def2-TZVPD basis set.

Summary:
E_HOMO (eV): -9.5
Largest force on an atom (eV/A): 3.6
LUMO level (eV): -0.034
Gap between HOMO and LUMO (eV): 9.494

Last column: Mulliken charge in e.
Geometry (Å):
C1 0.26960 -1.21761 -0.83652  -0.3799
C2 -0.33133 0.02251 -1.33577  -0.3623
C3 -0.80757 0.78183 -0.08564  -0.3703
O1 -0.03300 0.27294 1.00215  -0.3997
C4 0.12399 -1.10631 0.71450  -0.3742
H1 1.32610 -1.32309 -1.08311  0.1278
H2 -0.18015 -2.13971 -1.20471  0.3141
H3 -1.18299 -0.23811 -1.96416  0.2655
H4 0.35862 0.65053 -1.89940  0.2080
H5 -1.86573 0.71258 0.16651  0.2891
H6 -0.53189 1.80553 -0.33886  0.2162
H7 -0.74631 -1.58744 1.16080  0.2588
H8 0.89542 -1.65401 1.25582  0.2081
O2 -4.34875 2.99784 -2.67476  -0.5578
S1 -3.89305 4.21447 -3.34776  1.0453
O3 -4.83046 5.33157 -3.45494  -0.6175
O4 -2.51489 4.76073 -2.57409  -0.2138
C5 -2.21214 6.16363 -2.63401  -0.1919
C6 -1.01844 6.37984 -1.71931  -1.2137
C7 -3.12570 3.82069 -5.01906  -0.8274
H9 -3.07151 6.73175 -2.27788  0.3146
H10 -2.06858 6.47350 -3.66913  0.3346
H11 -1.16805 5.97130 -0.71990  0.3139
H12 -0.87209 7.44045 -1.51494  0.3956
H13 -0.12296 6.00005 -2.21122  0.2654
H14 -4.03994 3.66131 -5.59078  0.3627
H15 -2.63747 2.85225 -4.91022  0.3120
H16 -2.48869 4.64847 -5.33068  0.2740
O5 4.64525 -6.73970 2.68193  -0.6055
S2 3.27545 -6.29268 2.54370  1.1631
O6 2.12814 -7.05812 3.05686  -0.6009
O7 3.11380 -4.75758 3.22379  -0.3140
C8 4.19523 -3.87789 2.91351  -0.0567
C9 4.31151 -2.82259 3.96904  -1.3475
C10 2.93826 -5.85745 0.82344  -0.7594
H17 4.00230 -3.43569 1.93610  0.2710
H18 5.15207 -4.39623 2.85110  0.3760
H19 5.03696 -2.06692 3.66775  0.3766
H20 4.57899 -3.23485 4.94198  0.3307
H21 3.35848 -2.30649 4.08510  0.3015
H22 3.90082 -5.67507 0.34564  0.3383
H23 2.32419 -4.95716 0.84538  0.1541
H24 2.44642 -6.62328 0.22369  0.3776
O8 1.30074 2.80551 -6.19105  -0.5238
S3 1.99489 2.16487 -7.32819  1.1199
O9 1.30794 1.21508 -8.12591  -0.6093
O10 2.51613 3.28893 -8.40828  -0.3270
C11 2.77336 4.58572 -7.96714  -0.3150
C12 1.47095 5.48884 -7.76169  -0.9981
C13 3.55610 1.38602 -6.83033  -0.8764
H25 3.42949 5.10371 -8.66664  0.3782
H26 3.37065 4.51160 -7.05838  0.2508
H27 1.82776 6.47188 -7.45439  0.3634
H28 0.93069 5.17163 -6.86972  0.2542
H29 0.74082 5.50488 -8.57087  0.3016
H30 3.35864 0.64911 -6.05183  0.3542
H31 4.17220 2.23368 -6.53035  0.2763
H32 3.95815 0.93936 -7.73971  0.3513
O11 -2.08092 -5.70278 0.09653  -0.5974
S4 -3.38605 -6.00857 0.74499  1.1245
O12 -3.56247 -5.79695 2.18177  -0.5932
O13 -4.64587 -5.30191 -0.09871  -0.2413
C14 -4.59726 -3.93934 -0.41757  -0.0123
C15 -5.76783 -3.61465 -1.34545  -1.2748
C16 -3.73216 -7.77671 0.45194  -0.9471
H33 -3.67653 -3.72626 -0.96067  0.1957
H34 -4.53481 -3.36633 0.50756  0.2909
H35 -5.80593 -4.18733 -2.27210  0.3400
H36 -5.66458 -2.57276 -1.64860  0.3751
H37 -6.76735 -3.70880 -0.92095  0.3258
H38 -3.84521 -8.00007 -0.60892  0.3296
H39 -4.68556 -8.10555 0.86544  0.3324
H40 -2.84332 -8.30962 0.78970  0.3546
O14 6.49808 -1.07856 -0.48852  -0.5945
S5 6.08103 -0.89407 -1.86345  1.0856
O15 5.41696 -2.01724 -2.53812  -0.5942
O16 5.25197 0.52310 -2.04906  -0.1802
C17 5.45790 1.52503 -1.07492  -0.0932
C18 4.29174 2.43776 -1.17831  -1.1929
C19 7.58189 -0.46724 -2.83017  -0.9625
H41 6.37777 2.01596 -1.39259  0.2736
H42 5.55907 1.16950 -0.04951  0.3330
H43 4.15821 2.79699 -2.19871  0.3007
H44 4.48835 3.36908 -0.64719  0.3972
H45 3.33460 1.98254 -0.92383  0.2266
H46 7.40830 -0.22414 -3.87844  0.3214
H47 8.21389 -1.35532 -2.83044  0.3626
H48 8.10973 0.33436 -2.31353  0.3151
O17 -3.03835 -0.75651 4.56894  -0.4978
S6 -4.43889 -0.50183 4.64824  0.9907
O18 -4.91834 0.61124 5.47172  -0.5965
O19 -5.10137 -0.35997 3.11097  -0.2069
C20 -6.49856 -0.05207 3.08116  -0.1076
C21 -6.64770 0.88297 1.89569  -1.4258
C22 -5.36774 -2.09399 5.13590  -0.8669
H49 -6.88114 0.32585 4.02927  0.4303
H50 -7.04355 -0.95046 2.79135  0.2663
H51 -6.14286 0.52862 0.99697  0.3278
H52 -6.33025 1.92129 1.99172  0.3185
H53 -7.66013 0.86013 1.49250  0.3954
H54 -5.13939 -2.78271 4.32250  0.2801
H55 -6.44528 -1.94460 5.20441  0.3035
H56 -4.90577 -2.47785 6.04547  0.3841
O20 3.14364 0.90673 7.18644  -0.5893
S7 1.90048 1.16646 7.91165  1.1311
O21 1.92030 1.58741 9.30236  -0.5965
O22 0.96369 2.29028 7.06158  -0.3004
C23 0.89178 2.17392 5.68182  -0.0577
C24 -0.12192 3.18425 5.21702  -1.2631
C25 0.82460 -0.35760 7.94073  -0.8404
H57 0.75729 1.18581 5.24174  0.3487
H58 1.80337 2.42867 5.14126  0.2198
H59 -0.14332 3.16965 4.12734  0.3598
H60 0.18818 4.16576 5.57561  0.3209
H61 -1.12572 2.95501 5.57467  0.3179
H62 1.35269 -1.10522 8.53259  0.3608
H63 0.76668 -0.68043 6.90125  0.2727
H64 -0.19447 -0.12745 8.25152  0.3171

Record 2
Computed, not measured: a cluster of 4 separate species, C25H67N10O8P3 in total in a non-equilibrium geometry, with ωB97M-V with the def2-TZVPD basis set.

Summary:
E_HOMO (eV): -7.8
Largest force on an atom (eV/A): 6.5
LUMO level (eV): -0.175
Gap between HOMO and LUMO (eV): 7.605

Last column: Mulliken charge in e.
Geometry (Å):
C1 -4.16131 5.10325 -1.68372  -1.2097
C2 -3.34475 3.87791 -2.08076  0.0459
O1 -4.13555 2.79318 -2.56014  -0.4004
C3 -4.84011 2.15366 -1.55962  -0.2044
O2 -4.16633 0.98820 -1.08649  -0.2558
C4 -3.27852 1.21515 -0.08286  0.4778
O3 -2.09844 1.11806 -0.27574  -0.4040
O4 -3.78376 1.48001 1.18177  -0.2638
N1 -4.02646 2.85836 1.34839  0.9743
C5 -5.41641 3.11243 1.73591  -1.3838
C6 -3.02966 3.48563 2.14787  0.4066
C7 -3.37906 4.50539 3.20850  -1.2662
O5 -1.87375 3.21701 1.93922  -0.5625
H1 -3.58273 6.01546 -1.76424  0.4138
H2 -5.07964 5.18024 -2.25831  0.3111
H3 -4.47582 4.98868 -0.64482  0.1578
H4 -2.66751 3.55795 -1.29011  0.1753
H5 -2.70326 4.17345 -2.90793  0.4403
H6 -5.12738 2.82187 -0.75364  0.1612
H7 -5.76044 1.80259 -2.01489  0.3244
H8 -5.58085 3.17394 2.80597  0.2976
H9 -5.99489 2.26027 1.38908  0.4506
H10 -5.79960 3.97169 1.19304  0.3284
H11 -2.50285 4.58762 3.83705  0.3120
H12 -3.55375 5.47163 2.74038  0.3356
H13 -4.18960 4.20562 3.86266  0.3575
O6 -3.69632 3.00177 6.28168  -0.8888
P1 -3.90390 1.87077 7.25997  1.0339
N2 -2.87329 2.35050 8.54995  0.0898
C8 -1.49058 2.72892 8.28128  -0.9761
C9 -3.49816 3.40042 9.35538  -1.1521
N3 -3.26073 0.58491 6.25387  0.2166
C10 -1.86699 0.18696 6.27194  -1.1773
C11 -3.74839 0.60782 4.87877  -1.2940
N4 -4.70330 0.71386 8.27870  0.0438
C12 -4.00897 -0.30263 9.02122  -0.9856
C13 -5.98969 0.24289 7.78262  -1.0019
H14 -0.98787 2.95495 9.22365  0.3646
H15 -1.40627 3.60573 7.62961  0.3045
H16 -0.92738 1.91469 7.83408  0.2639
H17 -4.50128 3.09575 9.66462  0.3350
H18 -3.58224 4.34121 8.79726  0.3270
H19 -2.92062 3.58062 10.26272  0.3581
H20 -1.52682 -0.03257 7.28506  0.3402
H21 -1.20192 0.94199 5.82780  0.3309
H22 -1.74441 -0.74489 5.71450  0.3708
H23 -3.20195 1.32833 4.25478  0.3953
H24 -4.80801 0.87512 4.84897  0.2781
H25 -3.65508 -0.38348 4.43084  0.4672
H26 -3.77191 -1.17369 8.39374  0.3095
H27 -4.64337 -0.64068 9.84610  0.3848
H28 -3.09111 0.06646 9.46846  0.2832
H29 -5.87052 -0.55205 7.03139  0.3324
H30 -6.54632 1.06351 7.32280  0.3143
H31 -6.60563 -0.14016 8.59917  0.3324
O7 0.13940 -2.54337 -6.24193  -0.8991
P2 -0.34656 -1.72312 -5.07213  0.8924
N5 0.68887 -2.28874 -3.81742  0.1444
C14 0.84428 -3.71793 -3.58311  -0.9507
C15 2.01521 -1.68636 -3.92516  -1.3958
N6 -1.98463 -2.35687 -5.01343  0.2253
C16 -2.36072 -3.50080 -4.21130  -1.2528
C17 -2.63736 -2.42932 -6.31481  -1.1059
N7 -0.81189 -0.35206 -4.12090  0.1850
C18 -1.34182 -0.45184 -2.78368  -1.1172
C19 -1.43106 0.73488 -4.86717  -1.0762
H32 1.49907 -3.87492 -2.72270  0.2993
H33 1.27355 -4.24816 -4.44173  0.3139
H34 -0.09956 -4.19118 -3.32570  0.2716
H35 1.93563 -0.59826 -3.99211  0.3827
H36 2.54821 -2.04665 -4.81499  0.3851
H37 2.61730 -1.90863 -3.04191  0.3982
H38 -2.05304 -3.37863 -3.17165  0.3480
H39 -1.94926 -4.44673 -4.59657  0.3436
H40 -3.45031 -3.58897 -4.18456  0.3928
H41 -2.34258 -3.32325 -6.87990  0.3088
H42 -2.38864 -1.55577 -6.92116  0.3298
H43 -3.72293 -2.43440 -6.18903  0.3537
H44 -2.41682 -0.68129 -2.78738  0.1964
H45 -1.20369 0.49589 -2.26882  0.6457
H46 -0.82766 -1.20014 -2.18709  0.3486
H47 -2.49898 0.54625 -5.05244  0.3668
H48 -0.93645 0.86622 -5.83371  0.3372
H49 -1.33517 1.68033 -4.32864  0.2955
O8 8.49926 -0.89638 -4.84907  -0.8972
P3 7.67933 -1.82584 -3.98970  0.9266
N8 7.83049 -1.07419 -2.44834  0.0982
C20 9.14645 -0.71209 -1.93654  -1.0259
C21 6.95121 0.09093 -2.34734  -1.1202
N9 8.66205 -3.26463 -4.20632  0.1562
C22 9.75726 -3.61275 -3.32615  -1.1812
C23 9.04022 -3.51973 -5.59179  -1.1032
N10 6.34846 -2.78875 -3.42701  0.3809
C24 6.40639 -3.62122 -2.25771  -0.9644
C25 5.53249 -3.38290 -4.47767  -1.1472
H50 9.04203 -0.29311 -0.93355  0.3603
H51 9.66106 0.02473 -2.56346  0.3240
H52 9.79166 -1.57986 -1.82828  0.2749
H53 5.92859 -0.17993 -2.62253  0.2635
H54 7.28013 0.90321 -3.00732  0.3495
H55 6.92304 0.46084 -1.32159  0.3586
H56 9.44349 -3.62321 -2.28112  0.3135
H57 10.62102 -2.93887 -3.43213  0.3537
H58 10.09139 -4.63136 -3.54056  0.3793
H59 9.90273 -2.91795 -5.90543  0.3136
H60 8.21265 -3.29174 -6.26665  0.3268
H61 9.28129 -4.57702 -5.72499  0.3673
H62 6.87919 -4.59088 -2.47174  0.3006
H63 5.38907 -3.81110 -1.90121  0.3439
H64 6.93749 -3.14633 -1.43813  0.2859
H65 5.98437 -4.30396 -4.87532  0.2856
H66 5.40880 -2.68074 -5.30606  0.4320
H67 4.53151 -3.61762 -4.10864  0.2572